{"formula": "C48H49BrCl2CrN4O7P2", "method": "the ωB97M-V functional and the def2-TZVPD basis", "elements": ["Cr", "O", "Cl", "O", "O", "O", "C", "N", "P", "C", "C", "C", "C", "C", "C", "C", "C", "C", "C", "C", "C", "P", "C", "C", "C", "C", "C", "C", "C", "C", "C", "C", "C", "C", "H", "H", "H", "H", "H", "H", "H", "H", "H", "H", "H", "H", "H", "H", "H", "H", "H", "H", "H", "H", "H", "H", "H", "Br", "C", "C", "C", "C", "C", "C", "C", "O", "O", "H", "H", "H", "H", "C", "C", "C", "C", "C", "O", "C", "C", "C", "C", "C", "C", "Cl", "C", "C", "C", "N", "C", "N", "C", "N", "H", "H", "H", "H", "H", "H", "H", "H", "H", "H", "H", "H", "H", "H", "H", "H", "H", "H", "H", "H", "H", "H"], "coordinates": [[0.75, -1.12, -0.06], [-1.63, -2.52, 2.63], [-1.23, -2.98, 1.36], [-1.43, -4.34, 1.06], [-1.76, -2.15, 0.34], [0.41, -2.78, 1.26], [-1.14, 1.61, -1.67], [-0.09, 0.92, -2.41], [-0.46, -0.33, -3.75], [0.24, 0.46, -5.23], [0.92, -0.38, -6.14], [1.25, 0.10, -7.39], [1.08, 1.43, -7.69], [0.34, 2.25, -6.84], [-0.03, 1.75, -5.58], [-2.27, -0.28, -3.92], [-3.05, -0.82, -2.87], [-4.44, -0.77, -2.86], [-5.07, -0.20, -3.94], [-4.33, 0.15, -5.09], [-2.95, 0.16, -5.05], [1.41, 0.59, -1.62], [2.63, -0.01, -2.84], [3.15, -1.32, -2.86], [4.23, -1.64, -3.66], [4.81, -0.71, -4.49], [4.27, 0.57, -4.48], [3.19, 0.93, -3.72], [2.15, 2.09, -0.99], [1.65, 3.37, -1.14], [2.47, 4.48, -0.94], [3.72, 4.32, -0.33], [4.14, 3.06, -0.02], [3.39, 1.95, -0.35], [-1.47, 2.50, -2.23], [-0.71, 1.94, -0.73], [-1.99, 0.90, -1.48], [1.13, -1.42, -5.87], [1.81, -0.53, -8.12], [1.48, 1.83, -8.61], [0.11, 3.28, -7.10], [-0.69, 2.34, -4.94], [-2.55, -1.26, -1.99], [-4.90, -1.29, -2.02], [-6.18, -0.07, -4.00], [-4.89, 0.34, -6.01], [-2.34, 0.54, -5.89], [2.74, -2.15, -2.21], [4.64, -2.68, -3.59], [5.66, -0.99, -5.12], [4.74, 1.34, -5.05], [2.83, 1.96, -3.69], [0.64, 3.52, -1.45], [2.07, 5.46, -1.07], [4.33, 5.16, -0.02], [5.06, 2.93, 0.55], [3.81, 0.99, -0.10], [-2.88, -5.61, -6.12], [-1.66, -5.15, -4.74], [-2.17, -4.75, -3.54], [-1.34, -4.42, -2.53], [0.04, -4.50, -2.71], [0.51, -5.16, -3.86], [-0.33, -5.47, -4.92], [0.99, -3.66, -1.85], [2.07, -4.05, -1.41], [0.53, -2.41, -1.73], [-3.25, -4.62, -3.44], [-1.79, -4.16, -1.55], [1.57, -5.30, -3.90], [0.11, -5.87, -5.85], [-3.94, 2.80, 4.89], [-2.96, 1.74, 5.33], [-3.25, 0.50, 4.41], [-3.23, 1.44, 6.82], [-1.50, 2.28, 5.26], [-1.45, 3.55, 5.90], [-0.41, 1.37, 5.95], [-0.38, -0.17, 5.77], [0.98, -0.76, 6.06], [1.71, -0.29, 7.18], [3.02, -0.67, 7.33], [3.52, -1.68, 6.50], [5.22, -1.98, 6.58], [2.81, -2.26, 5.46], [1.48, -1.82, 5.26], [-1.11, 2.51, 3.75], [-0.27, 1.56, 3.05], [-0.49, 0.69, 2.07], [0.66, 0.11, 1.71], [1.62, 0.63, 2.55], [1.11, 1.50, 3.39], [-5.01, 2.45, 4.90], [-3.84, 2.96, 3.80], [-3.88, 3.79, 5.32], [-4.35, 0.39, 4.41], [-2.73, -0.43, 4.76], [-2.90, 0.69, 3.38], [-4.31, 1.23, 6.98], [-2.97, 2.35, 7.42], [-2.66, 0.57, 7.25], [-0.72, 3.62, 6.55], [-0.44, 1.49, 7.05], [0.55, 1.89, 5.70], [-0.64, -0.49, 4.74], [-1.08, -0.66, 6.45], [1.28, 0.48, 7.84], [3.69, -0.22, 8.04], [3.25, -3.10, 4.89], [0.83, -2.14, 4.42], [-0.59, 3.47, 3.74], [-2.04, 2.65, 3.17], [-1.38, 0.30, 1.58], [2.71, 0.36, 2.57]], "s2": 6.0202, "spin_multiplicity": 5, "e_above_lowest_kj_mol": 0.0, "total_energy_ev": -212943.2961, "homo_lumo_gap_ha": [0.2867, 0.2863], "total_charge": 0}